The following is a DFT calculation (ωB97M-V/def2-TZVPD) of a cluster of 2 separate species, C4H13N2 in total at a distorted geometry.

XYZ file:
```
19
Properties=species:S:1:pos:R:3:forces:R:3
N -1.53239 0.57847 -2.02989 0.2 0.6 0.3
N 0.88964 -1.44276 0.41627 -0.7 1.5 1.8
C -0.08451 -2.43343 1.05951 -0.5 0.4 -1.2
C -0.41129 1.13858 -1.35018 -1.3 -0.2 1.0
C 0.80655 1.87401 0.67948 0.5 -0.3 0.8
C -0.43472 1.39665 -0.00804 0.4 -0.4 -1.0
H 1.00312 1.31442 1.62301 -0.1 0.2 -0.4
H 1.52491 -0.95692 1.10861 -0.8 -0.8 -0.8
H 0.37410 -2.99160 1.85526 0.4 -0.3 0.0
H -1.34276 1.29061 0.61968 0.4 0.1 -0.7
H 0.51133 1.31538 -1.95857 -1.0 -0.2 0.5
H -0.49730 -3.06237 0.24276 0.5 0.2 0.7
H 0.33051 -0.64989 -0.00587 0.2 -0.2 0.1
H 0.76525 2.91504 1.00075 -0.1 0.1 -0.1
H -0.92979 -1.86931 1.45659 0.3 0.1 0.0
H 1.45763 -1.80251 -0.31779 0.6 -0.8 -0.6
H 1.69542 1.76049 0.04744 -0.2 0.1 0.0
H -2.42896 0.60407 -1.51517 1.0 0.1 -0.2
H -1.69673 1.02105 -2.92386 0.2 -0.2 -0.2
```
Forces are in eV/Å.

Kohn-Sham gap   8.9 eV
Electronic energy   -269.44378 Eh
HOMO   -12.2 eV
Energy relative to the best compared isomer or geometry (same formula, charge and spin)   35.7 kcal/mol
Total charge   +1